ORCA calculation (the ωB97M-V functional and the def2-TZVPD basis) on a cluster of 4 separate species, C26H54ClN4O16P3 in total.

Each line ends with the Mulliken charge.
CARTESIAN COORDINATES (ANGSTROEM)
N1 -4.109 -5.559 -0.007  -0.775
O1 7.556 1.184 4.962  -0.326
O2 2.564 1.518 -4.013  -0.673
H1 -6.007 3.111 2.263  0.384
H2 5.746 3.276 1.532  0.118
H3 8.630 0.206 3.451  0.322
H4 -1.318 -4.921 0.553  0.308
H5 6.249 2.052 -1.788  0.219
H6 -4.332 2.626 2.089  0.272
O3 -1.890 -1.578 -2.818  -0.680
O4 3.406 1.571 0.866  -0.686
N2 -3.258 -3.551 0.804  -0.604
H7 -1.721 0.467 -4.425  0.184
H8 2.117 -1.437 -3.966  0.211
C1 -4.123 0.417 -1.003  1.680
O5 -6.343 0.010 -1.709  -0.582
C2 0.867 3.071 -0.102  -0.664
H9 7.776 1.690 2.969  0.038
P1 6.725 -0.108 5.340  1.057
H10 4.764 4.234 0.398  0.309
H11 5.885 0.311 -1.878  0.365
C3 -5.360 2.289 1.976  -0.544
H12 1.580 4.271 3.397  0.339
H13 -3.512 1.944 0.288  -0.055
O6 1.920 2.291 2.795  -0.374
H14 1.238 2.837 -1.097  0.302
H15 -0.220 1.174 -3.758  0.259
H16 3.959 -0.212 3.958  0.277
C4 7.488 -2.450 6.117  -0.660
C5 -8.672 -2.014 0.126  -0.589
H17 -1.164 2.054 -4.954  0.400
H18 3.582 -2.449 -3.975  0.243
C6 4.874 0.223 3.562  -0.685
H19 0.130 3.275 3.130  0.196
O7 4.257 1.607 -2.129  0.287
H20 -4.138 -4.395 -2.211  0.502
O8 3.838 3.732 2.206  -0.417
H21 -8.625 -2.620 1.029  0.284
C7 -3.780 -2.379 -1.641  0.172
H22 1.155 2.994 4.554  0.275
C8 -1.632 0.731 -1.102  -1.530
H23 6.408 2.535 -5.138  0.250
C9 5.522 1.279 -1.538  -0.422
H24 -9.330 -2.514 -1.855  0.344
O9 -1.496 1.987 -1.787  -0.186
H25 3.391 -1.154 -5.175  0.324
C10 -3.382 -3.818 -1.672  -1.908
C11 -4.383 1.735 -0.338  -0.294
C12 -5.276 -0.463 -1.373  0.201
N3 -1.768 -5.089 -0.340  -0.647
H26 -4.526 -5.934 -0.846  0.260
O10 -3.028 2.699 -3.246  -0.567
C13 -7.221 -2.849 -1.840  -0.691
H27 4.827 2.569 -5.955  0.271
H28 -7.860 -1.294 0.179  -0.168
C14 -1.231 1.381 -4.099  -0.952
Cl1 -5.574 0.991 3.186  -0.233
C15 -5.013 -1.937 -1.320  0.134
H29 5.374 1.251 -0.461  -0.058
C16 -5.645 1.807 0.547  -0.069
H30 -1.858 -6.098 -0.394  0.310
O11 1.916 3.673 0.681  -0.381
H31 0.055 3.790 -0.175  0.357
C17 3.189 -1.451 -4.147  -0.639
N4 -6.083 -2.727 -0.903  -0.053
H32 -1.601 0.990 -0.043  0.617
H33 -6.141 0.846 0.621  -0.250
H34 -4.830 -5.270 0.638  0.266
H35 8.242 -3.181 5.838  0.245
H36 -7.181 -2.038 -2.558  0.405
H37 5.405 4.991 1.872  0.268
H38 -0.775 0.094 -1.323  0.417
H39 -5.739 -3.635 -0.623  0.187
H40 -4.401 2.527 -1.088  0.321
H41 9.238 1.789 3.976  0.275
P2 3.820 0.974 -3.506  0.629
H42 4.993 3.226 -4.314  0.304
O12 3.850 -0.577 -3.215  -0.296
C18 -2.904 -0.022 -1.352  0.899
O13 7.846 -1.216 5.477  -0.291
P3 2.816 2.710 1.564  1.303
H43 -7.099 -3.773 -2.412  0.389
H44 6.509 -2.795 5.787  0.309
C19 -8.587 -2.870 -1.143  -0.591
H45 -2.463 -3.917 -2.242  0.283
H46 0.499 2.159 0.368  0.318
H47 4.953 1.258 3.900  0.320
H48 -6.365 2.492 0.105  0.342
C20 1.153 3.276 3.505  -0.689
C21 5.333 2.449 -5.000  -0.680
O14 5.851 0.078 6.494  -0.720
O15 6.006 -0.557 3.997  -0.305
H49 4.848 0.202 2.476  0.285
C22 5.009 4.073 1.447  -0.535
C23 -2.036 2.062 -3.047  0.675
O16 5.072 1.138 -4.477  -0.335
H50 -3.444 -4.020 1.680  0.220
H51 -9.609 -1.462 0.160  0.366
H52 -2.424 -2.988 0.897  0.234
H53 7.482 -2.316 7.197  0.268
C24 8.343 1.208 3.765  -0.425
C25 -3.136 -4.507 -0.279  1.030
H54 -8.860 -3.901 -0.913  0.334
C26 -2.782 -1.358 -2.015  -0.735

## Properties
2S+1: 1
highest occupied orbital energy: -8.71 eV
SMILES string: CCCNC1=C(CC(N)(N)N)C(=O)C(COC(C)=O)=C(CCCCl)C1=O.COP(=O)(OC)OC.COP(=O)(OC)OC.COP(=O)(OC)OC
total charge: 0
Kohn-Sham gap: 7.881 eV
F_max: 0.0152 Eh/bohr

=====

ORCA calculation (the ωB97M-V functional and the def2-TZVPD basis) on a structure of composition C46H51AlAsN7O3S2 at a distorted geometry.

Each line ends with the Mulliken charge.
CARTESIAN COORDINATES (ANGSTROEM)
H1 2.530 -5.318 -1.629  0.257
C1 4.990 -3.494 -0.189  -0.965
C2 -2.722 5.704 2.654  -1.070
C3 4.897 3.114 -2.080  0.663
C4 -1.877 -3.771 2.809  -0.918
O1 -2.747 0.611 1.642  -0.365
S1 -0.444 2.186 0.178  -0.301
C5 3.017 -2.119 -0.669  -0.310
H2 0.769 -4.258 -2.218  0.374
C6 4.287 2.293 -3.021  -0.956
H3 4.249 -6.819 -0.841  0.350
H4 2.457 2.385 1.453  -0.242
C7 4.354 -2.234 -0.200  1.737
H5 3.145 0.911 -4.673  0.378
C8 3.367 1.311 -2.595  0.204
H6 -1.915 6.399 2.966  0.346
C9 -2.942 -1.618 -3.560  -0.904
C10 -2.926 -2.294 -4.743  -0.717
C11 2.436 -3.246 -1.284  0.793
C12 1.090 -3.220 -1.960  -1.515
Al1 -1.260 0.062 0.715  -1.334
C13 5.872 4.167 -2.587  -1.506
C14 -2.000 -2.254 0.531  0.178
C15 -5.306 0.656 2.713  -0.061
C16 -1.703 3.259 0.795  0.215
C17 0.987 0.485 2.935  -0.766
H7 6.061 -1.531 0.826  0.453
N1 -2.201 -1.309 -0.469  0.998
N2 -2.504 -3.504 0.499  -0.460
H8 1.080 -2.640 -2.910  0.241
C18 -5.638 2.570 1.306  -0.369
C19 -6.679 0.542 2.870  -0.753
H9 5.420 4.809 -3.369  0.345
H10 -5.098 -3.670 -1.870  0.464
C20 -3.369 1.737 1.564  0.001
C21 -2.730 5.439 1.173  -0.133
H11 -0.480 6.118 -0.137  0.388
C22 4.579 2.976 -0.734  -1.402
H12 0.232 4.483 -0.430  0.419
H13 -3.857 -5.172 -6.147  0.197
H14 -1.020 -1.986 3.721  0.454
H15 2.098 -2.393 1.526  0.707
H16 -5.229 3.413 0.755  0.283
N3 -2.900 2.891 1.204  -0.131
H17 -3.638 4.944 0.848  -0.010
H18 5.512 -0.472 -0.481  0.328
N4 -1.532 4.593 0.717  0.165
H19 0.939 4.434 2.084  0.042
H20 -8.617 1.083 1.999  0.367
C23 3.114 1.110 -1.212  0.111
H21 2.924 -2.803 3.801  0.407
H22 -2.455 -0.673 -3.369  0.497
C24 -2.330 -4.269 1.593  -0.508
H23 -1.766 -4.391 3.677  0.436
H24 2.419 -1.087 5.508  0.456
C25 -3.569 -3.542 -4.860  1.334
H25 5.009 3.660 0.026  0.182
H26 1.085 0.972 5.004  0.365
N5 0.702 -0.253 0.672  1.074
H27 4.551 -0.532 1.028  -0.207
N6 -3.447 -4.231 -6.027  -0.490
C26 -4.400 -3.313 -2.628  -0.171
N7 -1.424 -1.730 1.654  0.847
H28 5.136 -6.241 0.653  0.294
C27 1.261 -0.459 1.927  1.234
C28 1.359 0.220 4.233  -0.854
H29 -7.655 3.108 0.906  0.448
H30 -3.657 6.210 2.900  0.386
H31 -4.752 -5.053 -3.878  0.269
H32 1.613 0.621 -3.864  0.227
H33 -2.706 -5.322 1.528  0.383
C29 3.073 -4.495 -1.184  -0.995
As1 1.829 -0.450 -0.863  2.079
C30 2.344 -1.899 3.542  -0.662
H34 -2.667 4.811 3.302  0.249
H35 6.026 -3.479 0.174  0.331
H36 0.358 1.342 2.727  0.337
C31 4.346 -4.694 -0.617  0.207
H37 -2.356 -1.899 -5.591  0.225
C32 -4.304 -4.057 -3.788  -0.853
C33 -7.551 1.338 2.114  -0.559
H38 -2.630 6.358 0.551  0.360
H39 5.914 -6.243 -0.891  0.325
C34 1.995 -1.628 2.259  -0.683
O2 -3.781 0.261 -1.446  -0.765
C35 2.711 0.559 -3.726  -1.498
H40 2.870 -0.517 -3.693  0.217
H41 3.605 0.945 1.680  0.060
C36 -7.010 2.424 1.391  -0.698
C37 3.474 1.942 1.220  -0.668
H42 0.371 6.154 2.163  0.321
H43 4.576 2.366 -4.079  0.292
C38 0.771 5.370 1.468  -0.749
H44 -7.077 -0.144 3.580  0.432
H45 1.729 5.706 1.049  0.382
C39 -3.705 -2.132 -2.486  -0.511
H46 -2.789 -3.848 -6.704  0.188
C40 5.166 -1.095 0.313  -0.920
C41 2.069 -0.955 4.537  -1.121
C42 -0.221 5.144 0.336  -0.831
H47 6.713 3.651 -3.087  0.324
C43 4.924 -6.075 -0.432  -1.425
H48 4.254 2.611 1.662  0.440
C44 -1.438 -2.443 2.821  -0.176
S2 -3.733 -1.132 -1.040  1.522
C45 -4.800 1.664 1.895  0.777
H49 6.223 4.836 -1.743  0.318
O3 -4.710 -1.661 -0.082  -0.724
H50 0.283 -2.820 -1.257  0.071
H51 -4.625 -0.032 3.239  0.341
C46 3.723 1.959 -0.277  1.160

## Properties
2S+1: 1
highest occupied orbital energy: -7.26 eV
total charge: 0
Kohn-Sham gap: 7.308 eV
F_max: 0.0465 Eh/bohr

=====

ORCA calculation (the ωB97M-V functional and the def2-TZVPD basis) on a structure of composition C3H3I2NO at a distorted geometry.

Each line ends with the Mulliken charge.
CARTESIAN COORDINATES (ANGSTROEM)
O1 0.040 -1.441 -0.601  -0.531
H1 1.473 -0.654 0.590  0.356
N1 -2.182 1.513 0.419  -0.403
C1 0.469 -0.564 0.351  -0.301
C2 -1.108 1.323 0.051  0.308
C3 0.221 0.879 -0.071  -0.609
I1 -0.377 -3.389 -0.242  0.273
H2 -0.095 -0.632 1.284  0.385
H3 0.882 1.593 0.449  0.422
I2 0.677 1.372 -2.230  0.101

## Properties
2S+1: 1
highest occupied orbital energy: -9.88 eV
total charge: 0
ΔE to the lowest compared entry with this formula, charge and spin: 1.635 eV
Kohn-Sham gap: 8.443 eV
F_max: 0.0520 Eh/bohr

=====

ORCA calculation (the ωB97M-V functional and the def2-TZVPD basis) on a structure of composition C18H20N7O5SW at a distorted geometry.

Each line ends with the Mulliken charge.
CARTESIAN COORDINATES (ANGSTROEM)
O1 0.586 6.115 1.500  -0.474
N1 2.280 -1.477 -0.890  0.190
N2 -0.730 2.643 -1.109  0.319
H1 -1.037 -1.202 -1.842  0.366
S1 -4.378 0.418 -2.669  0.483
C1 2.351 -3.386 1.740  1.187
C2 2.237 0.722 -1.006  -0.643
H2 -4.769 0.644 -0.343  0.367
O2 -0.763 1.860 2.364  -0.638
H3 -0.411 3.875 -2.750  0.237
H4 2.578 -3.420 -1.629  0.320
H5 -0.467 3.573 2.883  0.425
C3 0.120 5.030 1.682  0.537
H6 2.251 -3.971 5.542  0.409
C4 2.241 -3.817 4.472  -0.517
C5 3.040 -0.346 -0.748  -0.308
O3 -2.829 0.637 -2.344  -0.640
C6 2.788 -2.828 -0.727  -1.030
H7 -6.158 1.221 -1.263  0.426
C7 -4.609 1.669 -3.941  -0.921
H8 4.081 -0.393 -0.504  0.510
C8 2.899 -2.425 2.585  -0.661
H9 0.230 5.738 -1.130  0.572
N3 2.199 -3.526 0.373  0.830
N4 1.457 -4.618 0.133  -0.550
W1 -1.055 0.666 -1.551  1.281
N5 -0.396 3.788 -1.735  -0.226
C9 1.042 -1.086 -1.234  0.517
H10 3.871 -2.754 -0.590  0.418
H11 -0.047 -2.655 -2.242  0.549
H12 2.489 1.767 -0.994  0.542
C10 -0.201 4.209 0.428  0.525
C11 1.672 -4.521 2.271  0.228
C12 -0.078 4.743 -0.860  -0.448
H13 1.292 -5.706 4.030  0.452
O4 -0.135 4.498 2.838  -0.459
O5 -0.944 0.593 0.544  -0.670
C13 2.842 -2.667 3.947  -0.638
C14 -0.195 -1.892 -1.469  -0.918
H14 -5.654 1.667 -4.248  0.435
H15 -4.713 2.251 -1.134  0.345
H16 -0.522 -2.397 -0.551  0.390
H17 -4.006 1.387 -4.804  0.383
C15 -0.794 1.726 1.169  0.774
C16 -5.072 1.228 -1.213  -0.909
H18 3.305 -1.498 2.209  0.335
N6 0.984 0.250 -1.314  -0.129
H19 -4.333 2.658 -3.582  0.357
H20 3.248 -1.937 4.630  0.415
C17 -0.601 2.889 0.225  -0.149
N7 1.146 -5.172 1.206  -0.543
C18 1.669 -4.769 3.645  -0.651

## Properties
2S+1: 3
highest occupied orbital energy (alpha / beta): -15.52 / -15.52 eV
total charge: +3
Kohn-Sham gap (alpha / beta): 2.566 / 3.151 eV
F_max: 0.0754 Eh/bohr